Record 1
Below is C3H7NO in the gas phase, with properties calculated with wB97M-V/def2-TZVPD.

Last column: natural (NBO) charge in e.
Cartesian coordinates (Å):
C (-2.103408, -0.185730, -0.005040)  -0.659
C (-0.601194, -0.022050, 0.002821)  -0.011
N (0.114093, -1.091886, -0.002627)  -0.092
O (1.483412, -1.021604, 0.011797)  -0.359
C (2.093079, 0.264049, -0.013681)  -0.287
H (-2.473758, -0.661989, 0.892745)  0.229
H (-2.648785, 0.763198, -0.052164)  0.215
H (-2.433757, -0.790880, -0.858449)  0.231
H (-0.210583, 0.997705, 0.067400)  0.175
H (1.757014, 0.857795, -0.895886)  0.176
H (1.871894, 0.843170, 0.891878)  0.174
H (3.151997, 0.048223, -0.038793)  0.208

Atoms 1-2, force components in eV/Å:
C -0.28 0.10 -0.41
C 0.35 -0.65 0.26

Calculated values
total charge	0
HOMO-LUMO gap	0.388	Ha
SMILES	C/C=N/OC
HOMO energy	-9.5	eV
E_LUMO	0.998	eV

---

Record 2
Below is C3H7NO in the gas phase, with properties calculated with wB97M-V/def2-TZVPD.

Last column: natural (NBO) charge in e.
Cartesian coordinates (Å):
C (-0.648635, -1.406536, 0.976429)  -0.426
N (-0.520166, -0.607268, -0.214017)  -0.677
C (0.619514, 0.412554, -0.138857)  0.692
C (0.342261, 1.676348, -0.866154)  -0.705
O (1.694496, -0.053994, 0.314142)  -0.536
H (0.410943, -1.924098, 1.221440)  0.182
H (-1.396845, -2.213279, 0.754574)  0.209
H (-0.842222, -0.686349, 1.920054)  0.197
H (-0.335993, -1.190387, -0.788439)  0.332
H (-0.554479, 2.267947, -0.440003)  0.251
H (0.202563, 1.348217, -2.033577)  0.257
H (1.028562, 2.376844, -0.705591)  0.224

Atoms 1-2, force components in eV/Å:
C 2.07 -0.02 2.82
N -2.43 10.89 9.23

Calculated values
total charge	0
HOMO-LUMO gap	0.362	Ha
SMILES	CNC(C)=O
HOMO energy	-9.2	eV
E_LUMO	0.671	eV

---

Record 3
Below is C3H7NO in the gas phase, with properties calculated with wB97M-V/def2-TZVPD.

Last column: natural (NBO) charge in e.
Cartesian coordinates (Å):
C (-0.362541, -1.384850, -0.324116)  -0.655
C (0.238584, -0.084078, 0.029221)  0.184
C (-0.307420, 0.829624, 1.056669)  -0.645
N (1.050454, 0.596728, -0.803038)  -0.046
O (1.286270, 1.864125, -0.828392)  -0.560
H (0.292328, -2.193018, -0.211737)  0.230
H (-0.656887, -1.420124, -1.331873)  0.225
H (-1.318225, -1.512740, 0.346859)  0.233
H (-1.418016, 0.366802, 1.237181)  0.191
H (-0.447625, 1.747698, 0.544720)  0.253
H (0.226191, 1.049080, 1.894786)  0.233
H (1.416887, 0.140752, -1.610280)  0.356

Atoms 1-2, force components in eV/Å:
C -1.89 0.39 1.98
C 2.15 3.01 -1.21

Calculated values
total charge	0
HOMO-LUMO gap (spin up / spin down)	0.332 / 0.332	Ha
SMILES	CC(C)=[NH+][O-]
HOMO energy (spin up / spin down)	-8.3 / -8.3	eV
E_LUMO (spin up / spin down)	0.753 / 0.753	eV

---

Record 4
Below is 2 unconnected molecules or ions with the total composition C3H7NO, with properties calculated with wB97M-V/def2-TZVPD.

Last column: natural (NBO) charge in e.
Cartesian coordinates (Å):
N (-1.814178, 0.988102, 2.387449)  -0.849
C (-0.637192, 0.772523, 1.741288)  0.519
O (-0.349243, -0.252999, 1.174710)  -0.580
H (-2.314403, 0.200079, 2.757782)  0.402
H (-2.241257, 1.889680, 2.478900)  0.397
H (0.152369, 1.536421, 1.837694)  0.111
C (0.870026, -0.793342, -2.800879)  -0.381
C (2.178382, -0.819846, -2.638402)  -0.386
H (0.232998, -0.376126, -2.026255)  0.195
H (0.348220, -0.996421, -3.724048)  0.191
H (2.707176, -0.382262, -1.804878)  0.197
H (2.787925, -1.225348, -3.430344)  0.184

Atoms 1-2, force components in eV/Å:
N -0.16 0.09 0.30
C 0.71 -0.29 -0.07

Calculated values
total charge	0
HOMO-LUMO gap	0.398	Ha
SMILES	NC=O.C=C
HOMO energy	-9.9	eV
E_LUMO	0.963	eV

---

Record 5
Below is a molecular structure, C3H7NO, with properties calculated with wB97M-V/def2-TZVPD.

Last column: natural (NBO) charge in e.
Cartesian coordinates (Å):
C (-0.001286, 0.825151, 0.308542)  0.062
C (0.927233, 0.002194, -0.566472)  -0.259
C (-0.607213, -0.553689, 0.644071)  -0.261
H (-1.640249, 1.365179, -0.802478)  0.480
H (0.574247, 1.321320, 1.127397)  0.183
H (1.082590, 0.447380, -1.570838)  0.194
H (1.901724, -0.219462, -0.097168)  0.188
H (0.619998, -2.015049, -0.254217)  0.340
H (-1.758437, -0.629982, 0.527993)  0.197
H (-0.248628, -1.113408, 1.544747)  0.200
N (0.060125, -1.197377, -0.644516)  -0.611
O (-0.910104, 1.767743, -0.217061)  -0.712

Atoms 1-2, force components in eV/Å:
C 0.27 -0.77 1.45
C 1.06 0.75 -2.49

Calculated values
total charge	0
HOMO-LUMO gap	0.382	Ha
HOMO energy	-9.5	eV
E_LUMO	0.924	eV

---

Record 6
Below is C3H7NO in the gas phase, with properties calculated with wB97M-V/def2-TZVPD.

Last column: natural (NBO) charge in e.
Cartesian coordinates (Å):
N (-0.873718, -0.282444, 1.285422)  -0.845
C (-0.958187, 0.534610, 0.074586)  -0.198
C (0.386128, 0.496316, -0.820936)  -0.538
C (1.270433, -0.598863, -0.273408)  0.449
O (2.235627, -0.457661, 0.428792)  -0.528
H (-1.190933, -1.204492, 1.033496)  0.357
H (-0.013841, -0.361787, 1.798631)  0.376
H (-1.150159, 1.591376, 0.249188)  0.192
H (-1.817537, 0.188160, -0.499113)  0.196
H (0.176175, 0.258321, -1.863989)  0.220
H (0.890707, 1.453508, -0.733797)  0.224
H (1.045305, -1.617040, -0.678873)  0.097

Atoms 1-2, force components in eV/Å:
N -1.27 0.07 -0.43
C 1.44 -0.04 -0.61

Calculated values
total charge	0
HOMO-LUMO gap	0.381	Ha
SMILES	NCCC=O
HOMO energy	-9.4	eV
E_LUMO	0.951	eV

---

For reference, energy above the lowest of the compared OMol25 structures with the same formula, charge and spin by record: 3.041; 3.477; 3.726; 1.745; 2.664; 1.556 eV.